{"formula": "C51H39IO12S", "method": "ωB97M-V/def2-TZVPD", "smiles": "CC(=O)OCCCCC[C@@H]1OS(=O)(=O)O[C@H]1I.O=C1c2ccccc2C(=O)c2ccccc21.O=C1c2ccccc2C(=O)c2ccccc21.O=C1c2ccccc2C(=O)c2ccccc21", "lumo_energy_ev": -1.3, "homo_ev": -9.7, "total_charge": 0, "molar_mass_g_mol": 1002.83, "max_force_ha_per_bohr": 0.178, "species": ["C", "C", "O", "O", "C", "C", "C", "C", "C", "C", "O", "S", "O", "O", "O", "C", "I", "H", "H", "H", "H", "H", "H", "H", "H", "H", "H", "H", "H", "H", "H", "H", "C", "C", "C", "C", "C", "C", "C", "O", "C", "C", "C", "C", "C", "C", "C", "O", "H", "H", "H", "H", "H", "H", "H", "H", "C", "C", "C", "C", "C", "C", "C", "O", "C", "C", "C", "C", "C", "C", "C", "O", "H", "H", "H", "H", "H", "H", "H", "H", "C", "C", "C", "C", "C", "C", "C", "O", "C", "C", "C", "C", "C", "C", "C", "O", "H", "H", "H", "H", "H", "H", "H", "H"], "coordinates": [[-0.582, 4.902, 3.737], [0.615, 4.502, 2.684], [1.433, 5.494, 2.237], [0.929, 3.144, 2.200], [-0.066, 2.679, 1.215], [-1.183, 1.782, 2.011], [-2.601, 1.566, 1.196], [-3.915, 2.061, 2.041], [-4.631, 3.426, 1.488], [-3.640, 4.470, 0.704], [-3.874, 5.858, 1.225], [-2.833, 6.725, 0.133], [-1.293, 6.652, 0.457], [-3.036, 8.252, -0.007], [-2.956, 5.742, -1.295], [-3.938, 4.711, -0.924], [-4.272, 2.972, -2.208], [-1.455, 5.542, 3.234], [-1.059, 3.966, 4.297], [-0.126, 5.585, 4.574], [0.492, 1.942, 0.466], [-0.493, 3.563, 0.579], [-0.682, 0.713, 2.190], [-1.466, 2.176, 3.082], [-2.717, 0.384, 1.071], [-2.514, 1.991, 0.109], [-3.664, 2.105, 3.202], [-4.731, 1.195, 1.943], [-5.029, 4.006, 2.452], [-5.595, 3.242, 0.825], [-2.488, 4.345, 0.979], [-5.006, 5.209, -0.893], [2.690, -4.241, 3.619], [3.841, -4.518, 4.356], [4.379, -3.547, 5.202], [3.771, -2.289, 5.302], [2.635, -2.004, 4.546], [2.086, -2.986, 3.711], [2.014, -0.665, 4.606], [1.014, -0.415, 3.944], [2.621, 0.370, 5.466], [2.077, 1.661, 5.488], [2.636, 2.642, 6.309], [3.732, 2.335, 7.116], [4.279, 1.052, 7.092], [3.728, 0.070, 6.258], [4.336, -1.274, 6.213], [5.302, -1.543, 6.918], [2.266, -5.001, 2.966], [4.319, -5.491, 4.275], [5.274, -3.772, 5.779], [1.191, -2.775, 3.128], [1.219, 1.908, 4.864], [2.215, 3.645, 6.321], [4.163, 3.098, 7.761], [5.137, 0.821, 7.721], [-0.858, -10.319, 1.730], [-1.471, -10.921, 0.632], [-1.694, -10.186, -0.534], [-1.313, -8.840, -0.597], [-0.723, -8.231, 0.509], [-0.484, -8.975, 1.672], [-0.363, -6.799, 0.471], [0.159, -6.264, 1.441], [-0.648, -6.019, -0.750], [-0.365, -4.648, -0.780], [-0.620, -3.905, -1.935], [-1.148, -4.531, -3.064], [-1.436, -5.896, -3.036], [-1.195, -6.640, -1.873], [-1.536, -8.076, -1.841], [-2.005, -8.625, -2.831], [-0.676, -10.894, 2.635], [-1.774, -11.965, 0.681], [-2.168, -10.665, -1.389], [-0.011, -8.510, 2.535], [0.050, -4.152, 0.097], [-0.404, -2.839, -1.954], [-1.339, -3.955, -3.966], [-1.853, -6.377, -3.919], [-1.482, 4.790, -3.968], [-0.236, 5.116, -3.432], [0.930, 4.781, -4.121], [0.852, 4.105, -5.345], [-0.393, 3.757, -5.869], [-1.563, 4.110, -5.184], [-0.486, 3.001, -7.134], [-1.579, 2.697, -7.597], [0.756, 2.608, -7.829], [0.684, 1.841, -8.999], [1.853, 1.476, -9.670], [3.094, 1.884, -9.181], [3.169, 2.643, -8.013], [1.998, 2.997, -7.330], [2.090, 3.770, -6.076], [3.181, 4.125, -5.643], [-2.391, 5.059, -3.435], [-0.173, 5.635, -2.478], [1.899, 5.044, -3.699], [-2.538, 3.853, -5.594], [-0.281, 1.521, -9.390], [1.795, 0.876, -10.576], [4.005, 1.606, -9.707], [4.142, 2.953, -7.634]], "mulliken_charge": [-0.73, 0.62, -0.56, -0.28, -0.43, 0.16, -0.10, -0.55, -0.83, 1.06, -0.45, 0.96, -0.47, -0.55, -0.20, -0.51, 0.11, 0.17, 0.23, 0.36, 0.25, 0.15, 0.11, -0.13, 0.37, -0.04, 0.33, 0.28, 0.22, 0.30, -0.33, 0.51, -0.26, -0.60, -0.50, 0.25, 0.12, -0.72, 0.30, -0.67, 0.15, -0.41, -0.56, -0.48, -0.70, 0.40, 0.66, -0.69, 0.47, 0.41, 0.45, 0.52, 0.61, 0.43, 0.38, 0.46, -0.50, -0.45, -0.57, 0.25, 0.15, -0.51, 0.50, -0.68, 0.15, -0.50, -0.62, -0.43, -0.63, 0.37, 0.55, -0.68, 0.39, 0.40, 0.45, 0.46, 0.62, 0.43, 0.39, 0.46, -0.30, -0.60, -0.81, 0.33, 0.32, -0.99, 0.56, -0.69, 0.19, -0.54, -0.46, -0.45, -0.56, 0.18, 0.61, -0.67, 0.69, 0.54, 0.46, 0.46, 0.45, 0.39, 0.39, 0.45]}

***

{"formula": "C16H11BrF5NO3SSeZn", "method": "ωB97M-V/def2-TZVPD", "e_above_lowest_kj_mol": 0.0, "lumo_energy_ev": -0.2, "homo_ev": -8.4, "total_charge": 0, "molar_mass_g_mol": 616.58, "max_force_ha_per_bohr": 0.003, "species": ["Zn", "Br", "C", "C", "C", "C", "C", "N", "C", "O", "O", "H", "H", "H", "F", "C", "C", "F", "C", "F", "C", "Se", "C", "F", "C", "F", "O", "S", "C", "C", "C", "C", "H", "H", "H", "H", "H", "H", "H", "H"], "coordinates": [[0.656, 1.157, 1.501], [-0.192, -0.361, -1.699], [1.293, 0.803, -1.575], [2.043, 1.063, -2.705], [3.139, 1.901, -2.571], [3.450, 2.427, -1.330], [2.641, 2.109, -0.256], [1.567, 1.317, -0.388], [2.963, 2.628, 1.156], [3.940, 3.337, 1.269], [2.160, 2.235, 2.075], [1.773, 0.620, -3.652], [3.748, 2.131, -3.436], [4.298, 3.073, -1.155], [-3.955, 1.639, -3.436], [-3.445, 1.591, -2.205], [-3.873, 0.627, -1.311], [-4.807, -0.255, -1.683], [-3.328, 0.579, -0.038], [-3.770, -0.387, 0.781], [-2.353, 1.471, 0.385], [-1.621, 1.371, 2.148], [-1.951, 2.427, -0.537], [-0.979, 3.290, -0.231], [-2.476, 2.496, -1.814], [-2.034, 3.408, -2.681], [1.166, -0.823, 1.782], [0.290, -1.702, 2.673], [-1.081, -2.255, 1.608], [-0.774, -3.673, 1.116], [0.740, -3.853, 1.196], [1.114, -3.301, 2.564], [-1.072, -1.514, 0.808], [-2.016, -2.149, 2.155], [-1.159, -3.822, 0.107], [-1.264, -4.405, 1.762], [1.239, -3.270, 0.420], [1.043, -4.894, 1.087], [2.174, -3.122, 2.735], [0.712, -3.912, 3.376]], "nbo_charge": [1.56, 0.08, 0.16, -0.27, -0.13, -0.21, 0.13, -0.60, 0.74, -0.62, -0.87, 0.24, 0.23, 0.26, -0.28, 0.27, 0.26, -0.29, 0.31, -0.30, -0.30, -0.40, 0.30, -0.30, 0.30, -0.29, -1.09, 1.25, -0.61, -0.41, -0.42, -0.59, 0.26, 0.26, 0.23, 0.21, 0.23, 0.23, 0.26, 0.23]}

***

{"formula": "C7H12O3Tb", "method": "ωB97M-V/def2-TZVPD", "multiplicity": 8, "lumo_energy_ev": [-7.8, -7.5], "homo_ev": [-14.2, -15.1], "total_charge": 2, "molar_mass_g_mol": 303.09, "max_force_ha_per_bohr": 0.073, "species": ["C", "C", "H", "H", "H", "H", "H", "O", "C", "O", "O", "C", "C", "C", "C", "Tb", "H", "H", "H", "H", "H", "H", "H"], "coordinates": [[-3.124, 1.251, -0.004], [-4.199, 1.664, -0.731], [-2.598, 0.131, -0.049], [-2.685, 1.903, 0.754], [-4.530, 2.704, -0.694], [-4.735, 0.972, -1.383], [-2.829, 1.799, -1.131], [4.908, 0.630, 1.449], [3.926, 0.587, 0.659], [3.809, 1.414, -0.285], [2.995, -0.330, 0.892], [1.836, -0.344, 0.056], [0.980, -1.528, 0.475], [-0.205, -1.733, -0.404], [-1.485, -1.851, 0.021], [6.152, 2.598, 0.345], [2.146, -0.436, -0.994], [1.292, 0.602, 0.176], [0.680, -1.449, 1.529], [1.587, -2.447, 0.372], [-0.016, -1.734, -1.483], [-2.219, -2.318, -0.640], [-1.687, -2.086, 1.071]], "lowdin_spin": [0.00, 0.00, 0.00, 0.00, 0.00, 0.00, 0.00, -0.03, 0.00, -0.03, 0.00, 0.00, 0.00, 0.00, 0.00, 7.06, 0.00, 0.00, 0.00, 0.00, 0.00, 0.00, 0.00]}

***

{"formula": "C2H2Cl2O6S2", "method": "ωB97M-V/def2-TZVPD", "e_above_lowest_kj_mol": 312.2, "lumo_energy_ev": 5.5, "homo_ev": -1.9, "total_charge": -2, "molar_mass_g_mol": 257.07, "max_force_ha_per_bohr": 0.052, "species": ["C", "C", "O", "O", "O", "O", "O", "O", "S", "S", "Cl", "Cl", "H", "H"], "coordinates": [[-0.604, -1.962, -0.089], [-3.391, -0.224, 1.272], [1.571, -0.268, 0.134], [-2.667, -0.011, -1.243], [1.818, -2.654, 0.626], [1.450, -2.053, -1.690], [-3.473, -2.112, -0.536], [-5.039, -0.298, -0.618], [1.256, -1.641, -0.265], [-3.666, -0.707, -0.436], [-1.201, -0.756, 1.100], [-3.319, 1.439, 1.172], [-0.478, -2.984, 0.315], [-1.184, -1.888, -0.987]], "nbo_charge": [-0.63, -0.45, -1.00, -1.05, -1.05, -1.03, -1.05, -1.03, 2.35, 2.32, 0.13, -0.01, 0.23, 0.27]}